Density functional theory data (the ωB97M-V functional and the def2-TZVPD basis) for 2 unconnected molecules or ions with the total composition C7H10O.

```
18
Properties=species:S:1:pos:R:3:lowdin_spin:R:1
O 2.14 -0.55 -0.97 0.01
C 0.67 0.91 1.85 0.06
C -1.18 0.63 -1.47 0.09
C -0.90 -1.58 -0.50 0.05
C -0.66 1.24 -0.38 0.06
C -1.26 -0.79 -1.60 0.20
C -0.19 0.44 0.73 0.27
C -0.58 -0.96 0.72 0.16
H 2.53 0.32 -0.87 0.00
H -1.04 -2.67 -0.53 0.00
H 0.16 1.52 2.63 0.02
H 1.63 1.42 1.69 0.02
H -1.66 -1.29 -2.48 0.02
H -0.12 -1.58 1.49 0.02
H 0.97 0.04 2.45 0.00
H -1.42 1.20 -2.36 0.01
H -0.63 2.32 -0.21 0.01
H 1.54 -0.60 -0.19 0.00
```

Summary:
- LUMO (alpha / beta): 4.11 / 4.00 eV
- ⟨S²⟩: 0.76
- Spin multiplicity: 2
- F_max: 1.84 eV/A
- Total energy: -347.9074 a.u.
- Total charge: -1